1.
The following is a DFT calculation (ωB97M-V/def2-TZVPD) of a molecular structure, C45H76B2F15Hg2N4O23P2S at a distorted geometry.

Each line ends with the Mulliken charge.
Element x y z (Å)
Hg -14.806995 -4.776251 -10.253207  0.607
Hg -11.087798 -10.609525 -6.056505  0.665
S -14.770741 -6.011630 -4.331557  1.098
P -11.832406 -6.924185 -15.234020  1.157
P -14.368775 -10.653718 -9.621440  1.133
F -15.481074 -11.849414 -9.638512  -0.356
F -13.201918 -9.555679 -9.578329  -0.343
F -10.477370 -6.393634 -14.549137  -0.318
F -12.780883 -7.006729 -13.817191  -0.355
F -11.275157 -8.432120 -15.172272  -0.300
F -15.336826 -3.882850 -2.641096  -0.210
F -14.206042 -10.862601 -11.231920  -0.346
F -12.949809 -7.536980 -16.176121  -0.331
F -13.742094 -5.077376 -2.012940  -0.212
F -12.222405 -5.430004 -15.738022  -0.328
F -13.118313 -11.692395 -9.196147  -0.392
F -14.514196 -10.564371 -8.026426  -0.341
F -13.467023 -3.814602 -3.658995  -0.219
F -15.303700 -9.346628 -9.954988  -0.348
F -10.915052 -6.905533 -16.584849  -0.311
O -12.990067 -21.138888 -5.811704  -0.430
O -5.950904 -10.011028 -13.256452  -0.358
O -7.934927 -6.106625 -7.167104  -0.594
O -16.136027 -6.451987 -4.030214  -0.524
O -5.180655 -3.842968 -9.833891  -0.399
O -3.971603 -9.332652 -12.088786  -0.374
O -7.446975 -3.207870 -9.172894  -0.380
O -5.854508 -8.490550 -15.041493  -0.505
O -3.408993 -2.777905 -10.887878  -0.535
O -13.677394 -7.042204 -4.143642  -0.469
O -5.333473 -13.357960 -10.561225  -0.586
O -3.388396 -7.583503 -13.511819  -0.545
O -6.199364 -4.689899 -7.788241  -0.434
O -9.399512 -4.427115 -9.041277  -0.549
O -5.958257 -9.960453 -10.792504  -0.377
O -4.826875 -11.652344 -11.851648  -0.462
O -19.039711 -17.946057 -14.903536  -0.434
O -5.295718 -2.442681 -8.038391  -0.439
O -10.580085 -13.920738 -3.164574  -0.411
O -7.054052 -11.129867 -9.218239  -0.569
O -14.660084 -5.509648 -5.667477  -0.462
O -3.934862 -0.744873 -8.666660  -0.599
O -18.661878 -3.268501 -10.515813  -0.321
N -11.868063 -20.762286 -6.515711  0.082
N -19.275950 -16.765642 -14.170978  0.333
N -19.159952 -4.291495 -11.207618  0.142
N -10.762136 -13.330514 -1.992412  0.283
C -12.170045 -20.304867 -7.918632  1.143
C -21.670951 -4.345901 -10.308621  -1.661
C -11.072352 -23.063535 -6.518353  -2.003
C -19.404441 -18.170872 -12.116688  -1.427
C -20.649649 -6.398090 -11.425522  -1.165
C -8.212177 -4.263456 -8.744102  0.653
C -19.881716 -5.576622 -9.204871  -1.663
C -13.149974 -19.101930 -7.781268  -1.626
C -20.916263 -6.172480 -12.957606  -0.725
C -19.518203 -14.246382 -13.861787  -1.135
C -10.911280 -19.757290 -8.602333  -0.998
C -9.827649 -20.827463 -8.471757  -0.671
C -14.321885 -4.585972 -3.048008  0.679
C -19.418762 -3.920403 -12.636411  1.598
C -5.304911 -9.043711 -14.042362  0.661
C -17.801913 -15.261834 -15.542449  -1.812
C -6.243113 -11.035282 -10.152542  0.704
C -8.273616 -12.452444 -2.138146  -1.675
C -19.818638 -5.177897 -13.450115  -1.492
C -18.136850 -3.387497 -13.223134  -1.799
C -5.428780 -12.163792 -10.913239  0.602
C -21.651838 -17.490087 -13.379424  -1.745
C -11.888903 -15.225284 -0.642864  -1.526
C -10.697040 -21.620195 -6.226723  1.582
C -20.249537 -15.590788 -16.020698  -1.508
C -20.626547 -14.543801 -12.824883  -0.752
C -12.319501 -12.737433 -0.321611  -1.231
C -4.440625 -1.892216 -8.836249  0.637
C -20.474692 -2.868734 -12.799966  -1.539
C -12.834317 -21.476556 -8.774278  -1.585
C -11.252216 -12.274165 0.576161  -0.717
C -7.424605 -5.130229 -7.766080  0.681
C -9.442982 -13.088613 -1.256793  1.220
C -19.248317 -15.476484 -14.853556  1.153
C -9.498638 -21.209404 -7.029106  -1.024
C -11.946638 -13.814263 -1.338620  1.358
C -20.339307 -15.837596 -12.093099  -1.219
C -13.222789 -13.924607 -2.186074  -1.798
C -4.269319 -2.840985 -10.027090  0.556
C -4.068434 -8.619409 -13.205563  0.577
C -8.844666 -14.211837 -0.306470  -1.446
C -20.345998 -5.047622 -10.576968  1.359
C -9.967697 -11.916130 -0.248736  -1.151
C -10.431465 -21.600206 -4.624145  -1.696
C -20.188690 -17.072242 -12.958516  1.484
B -5.118910 -10.250629 -12.002644  0.879
B -6.084819 -3.499060 -8.707306  0.834
H -19.311129 -6.503299 -9.266548  0.383
H -19.477256 -2.802983 -10.315700  0.395
H -13.576112 -21.981405 -8.155439  0.294
H -11.091482 -19.602342 -9.666111  0.343
H -9.294897 -11.673217 0.573722  0.386
H -8.926730 -20.317488 -8.812887  0.365
H -18.056786 -2.334805 -12.952001  0.405
H -21.440113 -3.370809 -12.863098  0.375
H -11.305784 -22.048071 -4.151828  0.377
H -13.236376 -22.003607 -6.148160  0.348
H -11.473930 -15.229302 0.365044  0.292
H -21.561132 -3.391143 -9.794354  0.340
H -18.271583 -3.301263 -14.301328  0.450
H -8.876016 -20.434007 -6.582797  0.442
H -18.909231 -17.608492 -11.325108  0.345
H -19.363066 -4.795982 -8.648370  0.416
H -10.151734 -21.698131 -9.041852  0.306
H -20.710642 -5.840942 -8.548272  0.386
H -17.004182 -15.291678 -14.800266  0.443
H -17.518183 -16.089406 -16.192624  0.412
H -11.284146 -23.520702 -7.484915  0.257
H -11.698092 -11.451399 1.135043  0.408
H -14.109061 -14.367991 -1.732183  0.408
H -10.083799 -10.988592 -0.809349  0.479
H -13.893685 -19.319547 -7.014696  0.403
H -21.069851 -7.106663 -13.497783  0.425
H -7.784934 -13.970315 -0.388541  0.452
H -10.244772 -23.693063 -6.191380  0.512
H -21.870963 -5.653939 -13.045663  0.312
H -10.322154 -20.613553 -4.173981  0.411
H -20.440678 -2.167656 -11.966035  0.198
H -13.715385 -19.101888 -8.713149  0.370
H -10.556161 -18.849040 -8.115430  0.437
H -20.140246 -18.875334 -11.728822  0.379
H -9.605787 -22.231145 -4.295100  0.383
H -21.572502 -6.930840 -11.196086  0.378
H -21.717514 -18.383666 -14.000161  0.428
H -18.564971 -18.611107 -12.654816  0.269
H -12.554972 -18.204556 -7.611572  0.377
H -12.891221 -15.651538 -0.600833  0.461
H -22.358119 -17.537930 -12.550580  0.418
H -21.166241 -15.973241 -11.396051  0.441
H -13.080544 -14.621259 -3.012233  0.424
H -21.545216 -14.551027 -13.411478  0.317
H -10.371427 -14.841086 -2.988420  0.377
H -13.570826 -13.029515 -2.701627  0.393
H -17.250014 -3.950220 -12.931662  0.322
H -9.225084 -14.184556 0.714619  0.322
H -13.115540 -12.981748 0.381763  0.311
H -11.319525 -15.883969 -1.298632  0.316
H -11.843128 -23.364179 -5.808690  0.509
H -8.601359 -11.574426 -2.694714  0.388
H -8.866084 -22.085068 -7.174724  0.290
H -18.129511 -18.114979 -14.649347  0.367
H -22.107929 -16.828675 -14.116039  0.331
H -21.269673 -15.773759 -15.683149  0.331
H -19.465628 -15.675638 -11.461774  0.350
H -11.099380 -13.046744 1.329732  0.296
H -22.410928 -4.986985 -9.829533  0.487
H -22.189851 -4.168503 -11.250620  0.378
H -19.826151 -7.107972 -11.347940  0.460
H -12.196046 -22.298775 -9.097789  0.321
H -12.693541 -11.789362 -0.708080  0.526
H -13.204404 -20.925111 -9.638597  0.509
H -20.026053 -4.790736 -14.447711  0.445
H -9.012198 -15.261957 -0.545799  0.271
H -20.422329 -14.618684 -16.482509  0.427
H -20.247825 -2.278103 -13.687536  0.476
H -18.970997 -5.828666 -13.664837  0.500
H -7.570119 -11.993837 -1.443257  0.471
H -19.525340 -13.304595 -14.410500  0.544
H -20.024709 -16.352748 -16.766999  0.331
H -18.595333 -14.240236 -13.281822  0.386
H -17.631665 -14.334822 -16.089947  0.378
H -7.815079 -13.131519 -2.856977  0.329
H -20.884087 -13.831082 -12.041426  0.407

Cartesian forces (eV/Å) of the 2 atoms listed first:
0.0 -0.3 0.0
-0.3 0.1 -0.4

As for the charge: -1. For the LUMO energy, the calculation gives -6.35 eV. The value obtained for the total energy is -6645.089371 Ha. The frontier orbital gap is 0.03554 Eh. The HOMO energy is -0.2690 hartree.

2.
The following is a DFT calculation (ωB97M-V/def2-TZVPD) of 2 unconnected molecules or ions with the total composition C4H9N3O at a distorted geometry.

Each line ends with the natural charge from an NBO analysis.
Element x y z (Å)
O -1.454088 -0.439008 -0.117410  -0.558
N 2.004868 -0.275403 0.112622  -0.573
N 0.261408 0.087239 1.340531  -0.573
N 1.118141 2.028864 -1.417850  -0.549
C -2.131129 -1.232527 0.843257  -0.247
C 0.540206 0.846932 -1.330655  -0.022
C -0.566249 0.489134 0.377561  0.245
C 1.532666 -0.245016 -1.058873  0.077
H 0.713592 0.869687 1.804738  0.356
H 2.580923 -1.047260 0.425920  0.371
H -0.999306 1.491645 0.424651  0.188
H 1.847012 2.117231 -0.707884  0.328
H 1.693537 -0.990841 -1.831718  0.194
H -2.713029 -1.966567 0.284812  0.191
H -0.203648 0.634700 -2.100095  0.208
H -2.802077 -0.619247 1.456114  0.170
H -1.422828 -1.749564 1.494279  0.193

Cartesian forces (eV/Å) of the 2 atoms listed first:
0.3 0.1 -0.8
0.8 -0.1 -0.9

For the LUMO energy (spin up / spin down), the calculation gives -0.44 / -0.44 eV. The value obtained for the total energy is -397.152678 Ha. The frontier orbital gap (spin up / spin down) is 0.30726 / 0.30728 Eh. The SMILES is [H]/N=C\C=N\[H].[H]/N=C/OC. The HOMO energy (spin up / spin down) is -0.3235 / -0.3236 hartree.

3.
The following is a DFT calculation (ωB97M-V/def2-TZVPD) of a gas-phase ion, C8H16P (charge +1) at a distorted geometry.

Each line ends with the Löwdin spin population.
Element x y z (Å)
P 1.354419 0.200661 0.075621  0.130
C 0.997502 1.837497 0.453730  0.740
C -2.613015 1.710390 0.078345  0.121
C -1.618350 0.676556 0.149503  0.638
C 2.834519 -0.401194 0.949759  0.027
C -2.341979 -1.642057 0.001452  0.047
C 1.636899 0.011679 -1.698536  0.001
C 0.087205 -1.090685 0.495658  0.063
C -1.286937 -0.572327 0.204459  0.094
H -1.977741 -2.382112 -0.707493  0.003
H 2.150776 -0.932379 -1.879254  -0.001
H 0.687075 0.019767 -2.228687  0.000
H -3.264706 -1.214100 -0.376597  0.001
H 0.165901 -1.335689 1.561646  -0.002
H 2.259546 0.831585 -2.054507  0.001
H -2.854018 1.960213 -0.955574  0.003
H -2.264064 2.620054 0.572542  0.027
H 0.854942 2.142844 1.472767  0.034
H 0.748817 2.509007 -0.343993  0.037
H -3.520770 1.402471 0.609804  0.025
H 3.045396 -1.439830 0.693811  0.003
H 0.306479 -2.004845 -0.064107  0.004
H 2.668841 -0.316254 2.024729  0.000
H 3.684606 0.218731 0.667292  0.001
H -2.541789 -2.130459 0.951924  0.002

Cartesian forces (eV/Å) of the 2 atoms listed first:
0.6 -2.9 -0.4
0.2 0.5 0.3

As for the charge: +1. For the LUMO energy (spin up / spin down), the calculation gives -2.55 / -5.99 eV. The value obtained for the total energy is -655.390014 Ha. The frontier orbital gap (spin up / spin down) is 0.31282 / 0.24974 Eh. The HOMO energy (spin up / spin down) is -0.4065 / -0.4697 hartree. The spin multiplicity is 3.

4.
The following is a DFT calculation (ωB97M-V/def2-TZVPD) of a molecular structure, C28H30N6O5PPdS.

Each line ends with the Löwdin spin population.
Element x y z (Å)
Pd 1.268073 -1.763395 0.331704  1.232
S 3.650970 -1.484452 0.543526  0.207
P 1.141819 -3.931971 -0.564813  0.111
O -1.050824 -1.306028 0.048314  0.175
O 2.505568 -4.733098 -0.598296  0.025
O -5.534749 9.205791 -2.265430  0.126
O 0.197939 -4.763522 0.387105  0.022
O 0.634084 -4.120250 -2.055778  0.055
N 3.309149 -3.613535 2.287233  0.009
N -3.543232 4.306202 -1.166525  0.477
N 1.192122 -2.531611 2.376474  0.126
N 0.908682 0.572916 0.136541  0.041
N -2.460247 3.841163 -0.820237  0.288
N 5.085769 -3.713106 1.053281  0.015
C -3.983071 5.547128 -1.415615  0.180
C 2.178692 -3.153050 3.020579  0.009
C 6.138370 -3.351472 0.105823  0.005
C 2.131268 -3.405081 4.381598  0.005
C -3.572055 7.886631 -1.818675  0.061
C -2.113132 2.572516 -0.618403  0.227
C -4.976732 8.069451 -1.992177  0.109
C -4.755851 10.417963 -2.426299  0.005
C 3.256743 -5.109598 -1.778807  0.002
C -2.744682 0.240774 -0.434353  0.115
C -5.383631 5.729281 -1.599261  0.028
C -0.045064 -2.424978 4.415703  0.005
C 0.999219 -3.039178 5.087817  -0.004
C -5.867214 6.962473 -1.875488  0.044
C -3.092423 1.525632 -0.650081  -0.004
C -0.595410 -3.514272 -2.508231  0.005
C -0.353843 0.947966 -0.120941  0.047
C 0.098233 -2.178922 3.066435  0.008
C -0.718936 2.275987 -0.333765  0.007
C 1.572461 2.862886 0.014941  -0.009
C -0.130188 -6.151864 0.084173  0.006
C 1.845766 1.505873 0.205686  0.027
C 0.284558 3.251620 -0.259156  0.033
C 3.971224 -4.798920 2.602989  0.008
C -3.087035 6.649826 -1.540325  0.064
C -1.367738 -0.133325 -0.157862  0.045
C 4.011572 -2.962738 1.320120  0.021
C 5.070545 -4.854027 1.834856  0.003
H 3.991139 -5.837258 -1.447299  0.000
H -4.060631 10.302135 -3.255446  0.002
H 3.581247 -5.499153 3.318693  0.001
H -0.684844 -1.698225 2.495984  0.002
H 0.939605 -3.227792 6.151159  0.000
H 6.783246 -4.213612 -0.034576  0.000
H -2.897087 8.724929 -1.907405  0.003
H -0.526151 -2.428847 -2.440543  0.003
H -4.120615 1.793351 -0.856287  0.000
H -6.042781 4.876436 -1.512484  0.001
H 0.766173 -6.763841 0.157946  0.000
H -6.923427 7.145144 -2.017919  0.000
H -2.025887 6.487010 -1.409916  0.001
H -1.436401 -3.871813 -1.915331  0.001
H -4.236876 10.648287 -1.497814  0.002
H -3.475947 -0.555944 -0.462538  0.006
H 6.722297 -2.520500 0.495926  0.002
H 5.695092 -3.061422 -0.843888  0.002
H 5.842742 -5.600288 1.770001  0.000
H -0.951781 -2.132600 4.924825  0.001
H -5.481247 11.190346 -2.650452  0.000
H -0.558346 -6.226150 -0.912524  0.001
H 2.852208 1.172212 0.425491  0.001
H 2.373646 3.584780 0.084257  -0.001
H 3.751652 -4.231809 -2.192076  0.000
H -0.717886 -3.810683 -3.544307  0.000
H 0.044547 4.295797 -0.409044  0.006
H -0.857700 -6.457765 0.827295  0.001
H 2.604140 -5.551898 -2.524604  0.001
H 2.973131 -3.864502 4.878504  0.001

Cartesian forces (eV/Å) of the 2 atoms listed first:
0.0 0.0 0.0
0.0 0.0 0.0

As for the charge: +3. For the LUMO energy (spin up / spin down), the calculation gives -8.95 / -10.19 eV. The value obtained for the total energy is -2656.248529 Ha. The frontier orbital gap (spin up / spin down) is 0.21869 / 0.19510 Eh. The HOMO energy (spin up / spin down) is -0.5475 / -0.5695 hartree. The spin multiplicity is 5.